Record 1
Below is C19H20BF5N6NdO2S as an isolated structure, with properties calculated with ωB97M-V/def2-TZVPD.

Structure (XYZ):
```
55
Properties=species:S:1:pos:R:3:nbo_charge:R:1
Nd 0.02213 -0.05706 0.06575 1.9244
C 0.59391 -4.45923 -1.12623 -0.3385
C 0.41548 -3.51872 -0.12060 0.0013
N 0.60111 -2.28345 -0.59937 -0.4521
N 0.90663 -2.41232 -1.92111 -0.3137
C 0.90645 -3.70889 -2.24815 0.0362
B 1.25204 -1.19465 -2.83776 0.5256
N 0.01099 -0.29121 -3.13313 -0.3115
C -0.58911 -0.12619 -4.31952 0.0251
C -1.53752 0.87215 -4.21148 -0.3293
C -1.43115 1.29886 -2.89240 -0.0105
N -0.51313 0.58969 -2.23475 -0.4350
N 2.35670 -0.33546 -2.18736 -0.3112
C 3.58687 -0.09388 -2.65740 0.0316
C 4.25263 0.72978 -1.76941 -0.3269
C 3.32665 0.96214 -0.75953 0.0035
N 2.18208 0.31985 -1.00742 -0.4394
H 0.53776 -5.53011 -1.05149 0.2515
H 0.16933 -3.64506 0.92255 0.2421
H 1.14166 -4.00288 -3.25745 0.2373
H 1.64457 -1.63498 -3.87991 -0.0142
H -0.28445 -0.72539 -5.16109 0.2372
H -2.17484 1.25600 -4.98730 0.2480
H -1.96662 2.08319 -2.38092 0.2169
H 3.89576 -0.53513 -3.59003 0.2374
H 5.25537 1.10744 -1.85147 0.2491
H 3.42738 1.54723 0.14114 0.2255
C -2.92966 -2.04099 0.25933 -0.2527
O -2.42506 -0.79083 -0.24824 -0.5894
C -3.34490 0.30049 -0.07778 -0.0934
C -2.94390 1.16734 1.07811 -0.1055
O -1.63216 1.69762 0.80343 -0.5999
C -1.21542 2.62292 1.82471 -0.2569
H -3.86985 -2.27446 -0.24042 0.1988
H -3.07563 -1.98353 1.33963 0.1993
H -2.19230 -2.80298 0.02406 0.2140
H -4.35051 -0.08987 0.09123 0.2165
H -3.35467 0.86159 -1.01147 0.2126
H -2.89203 0.60665 2.01674 0.2190
H -3.64315 2.00095 1.18934 0.2093
H -1.94492 3.43038 1.88686 0.2051
H -0.24967 3.03050 1.53336 0.2056
H -1.13650 2.09934 2.78039 0.2037
F 3.49284 1.46751 6.06442 -0.2689
C 2.58220 0.90063 5.28751 0.2685
C 2.51337 1.22449 3.94232 0.3223
F 3.35442 2.10256 3.40516 -0.2861
C 1.54836 0.60470 3.17827 0.2594
F 1.53018 0.94915 1.83483 -0.3411
C 0.63436 -0.32225 3.63948 -0.2435
S -0.59365 -1.06456 2.59265 -0.3845
C 0.73888 -0.61976 4.99253 0.3326
F -0.08393 -1.49866 5.55476 -0.2788
C 1.69156 -0.02562 5.80805 0.2917
F 1.75425 -0.34162 7.09201 -0.2681
```

Total charge: +1
E_tot: -73436.490 eV
2S+1: 4
Orbital gap (spin up / spin down): 7.78 / 8.64 eV

***

Record 2
Below is a 8-piece molecular cluster, C17H51O8 overall in a non-equilibrium geometry, with properties calculated with ωB97M-V/def2-TZVPD.

Structure (XYZ):
```
76
Properties=species:S:1:pos:R:3:mulliken_charge:R:1
O 18.04753 14.03141 10.31458 1.1856
H 17.67277 13.51246 11.08048 0.0691
H 17.59377 14.93360 10.24747 0.1502
H 19.04597 14.04853 10.35734 0.2724
C 15.45048 11.51726 11.66528 -0.7961
C 15.21694 12.91192 12.23199 -0.2160
O 16.51256 13.52371 12.46178 -0.4863
H 16.06457 10.97630 12.39036 0.3041
H 16.09967 11.59727 10.78964 -0.1122
H 14.55130 10.95185 11.44554 0.4113
H 14.75269 12.86869 13.21978 0.4765
H 14.58508 13.49684 11.55974 0.1354
H 16.44824 14.03482 13.27016 0.2347
C 19.65627 15.40693 13.04023 -0.5560
C 20.85786 15.38441 12.13137 -0.4572
O 20.63858 14.54250 10.98144 -0.5948
H 19.85477 16.10438 13.85067 0.4385
H 19.39131 14.41409 13.40148 0.2157
H 18.80062 15.78560 12.47434 -0.1887
H 21.76833 15.04559 12.64140 0.3027
H 21.16042 16.38540 11.80225 0.4656
H 21.29174 14.79750 10.32034 0.2012
C 19.81777 11.65132 7.81259 -0.1799
C 19.49904 11.68779 6.33790 -0.8323
O 19.53377 13.05754 5.88760 -0.5115
H 18.99535 12.12003 8.35121 -0.2136
H 20.76080 12.16468 8.01348 0.2192
H 19.95039 10.63632 8.19322 0.4508
H 18.51535 11.26735 6.13343 0.2104
H 20.22547 11.12154 5.74929 0.4338
H 20.44541 13.24722 5.64574 0.3160
C 20.99234 10.37675 11.55716 -1.2954
C 19.80751 11.26503 11.90642 0.0988
O 18.80574 11.19629 10.87105 -0.3630
H 21.73291 10.44208 12.36217 0.4137
H 21.47075 10.71314 10.64022 0.2609
H 20.69338 9.32996 11.51134 0.3637
H 20.14400 12.29100 12.04834 -0.1020
H 19.35529 10.92089 12.84283 0.3569
H 18.38906 10.33510 10.97296 0.2421
C 16.53643 18.51998 10.66967 -1.3201
C 16.10146 17.15606 11.19720 0.5681
C 14.60152 17.10187 11.47336 -1.4417
O 16.47982 16.15511 10.21578 -0.4458
H 16.27846 19.32002 11.36834 0.4378
H 16.04779 18.76560 9.72624 0.3143
H 17.61483 18.51939 10.53693 0.2233
H 16.63630 16.91162 12.11583 0.1976
H 14.05357 17.26560 10.53945 0.4017
H 14.39464 17.95179 12.12319 0.4120
H 14.25657 16.15589 11.88470 0.2739
H 15.75593 16.09913 9.57952 0.1661
C 16.19278 13.09922 7.68669 -0.0260
C 15.19146 12.32712 6.83606 0.6356
C 13.84429 12.20460 7.51326 -1.4316
O 14.94615 13.03684 5.60929 -0.5810
H 17.14491 13.16233 7.14579 -0.3497
H 16.46904 12.50405 8.56490 -0.1945
H 15.93062 14.11143 7.98860 0.2083
H 15.62166 11.35496 6.57895 0.2439
H 13.95172 11.72515 8.49459 0.2763
H 13.11834 11.63998 6.93202 0.3748
H 13.37979 13.15883 7.77347 0.3469
H 15.80639 13.28801 5.25021 0.3087
C 19.84183 16.84431 6.19496 -1.4058
C 20.04831 16.24924 7.58254 0.7103
C 20.05147 17.29084 8.66754 -1.0657
O 18.98289 15.31191 7.85854 -0.0551
H 20.59931 17.60161 5.99161 0.4076
H 18.80490 17.13412 6.03635 0.2840
H 20.01341 16.06006 5.44773 0.3453
H 20.98424 15.67036 7.58701 0.1895
H 20.15563 16.88097 9.67161 -0.0557
H 19.12366 17.85637 8.57624 0.2562
H 20.88668 17.98213 8.53671 0.5066
H 19.06951 14.63596 7.16422 -0.0404
```

Total charge: +1
E_tot: -34829.653 eV
Orbital gap: 10.23 eV